(1)
2 unconnected molecules or ions with the total composition C24H41F13O5P2S at a distorted geometry, computed with ωB97M-V/def2-TZVPD.

E_tot: -100528.872 eV
lowest unoccupied orbital energy: 3.324 eV
highest occupied orbital energy: 0.3475 eV
spin multiplicity: 1
total charge: -2

Each line ends with the Mulliken charge.
CARTESIAN COORDINATES (ANGSTROEM)
S  -1.542  -5.329  -4.700  1.130
P  -1.435  -2.684  0.687  0.133
P  -0.319  -1.191  -0.611  0.830
F  -1.200  3.251  2.849  -0.274
F  0.849  1.457  3.066  -0.346
F  -1.108  -1.975  -3.686  -0.037
F  -0.513  -0.058  3.787  -0.355
F  -2.880  -0.765  -3.753  -0.369
F  0.045  3.631  6.676  -0.295
F  0.942  1.890  5.899  -0.242
F  -1.610  1.421  5.831  -0.245
F  0.789  3.665  4.703  -0.226
F  -2.050  3.458  5.355  -0.318
F  -2.729  -1.998  -1.567  -0.216
F  -2.618  1.736  3.405  -0.299
F  -2.648  0.121  -1.342  -0.406
O  0.569  -0.029  -1.528  -0.597
O  -2.296  -4.418  -5.603  -0.782
O  -1.500  -6.699  -5.280  -0.789
O  -0.140  -4.815  -4.534  -0.730
O  -2.201  -5.367  -3.358  -0.763
C  -2.689  -1.980  1.860  0.038
C  -0.646  -3.741  3.251  -1.380
C  -1.892  -0.984  -1.668  0.664
C  -0.449  1.031  3.013  0.381
C  -1.635  -0.885  -3.207  0.443
C  0.216  -0.309  0.968  -1.590
C  0.150  -3.876  -1.600  -1.896
C  1.460  4.816  0.852  -1.326
C  1.212  2.311  -1.093  2.073
C  -1.212  2.435  5.093  0.555
C  2.458  2.313  -1.991  -1.674
C  0.191  2.904  5.573  0.689
C  0.518  3.713  -1.256  -1.680
C  1.321  4.871  -0.684  0.875
C  0.140  1.306  -1.574  -1.602
C  -3.926  -1.299  1.243  -1.579
C  3.173  -1.516  -1.751  0.604
C  -1.349  2.152  3.578  0.589
C  0.519  6.165  -0.997  -1.650
C  4.304  -1.892  -2.738  -1.581
C  0.856  -2.560  -1.163  0.104
C  -0.252  -3.676  1.748  -0.455
C  -0.735  0.762  1.540  0.529
C  1.866  -2.172  -2.265  -1.275
H  5.197  -1.280  -2.576  0.424
H  1.455  -1.664  -3.135  0.244
H  0.471  4.654  1.290  0.058
H  -0.358  6.207  -0.339  0.312
H  1.108  7.073  -0.848  0.425
H  0.078  -4.361  3.783  0.433
H  -4.386  -1.881  0.446  0.359
H  -0.192  -4.713  1.421  0.526
H  -0.478  3.631  -0.798  0.424
H  -1.102  0.022  -3.503  -0.085
H  -3.094  -2.823  2.426  0.492
H  0.766  -3.258  1.754  0.281
H  -2.315  -1.300  2.645  -0.035
H  2.299  5.019  -1.145  0.299
H  -0.475  1.716  1.069  -0.307
H  0.110  6.138  -2.011  0.423
H  -0.899  -3.782  -1.884  0.381
H  0.181  -4.644  -0.820  0.089
H  -1.797  0.613  1.340  0.178
H  4.508  -2.963  -2.736  0.399
H  1.474  -2.823  -0.296  0.683
H  3.928  -1.627  -3.733  0.319
H  3.109  -0.426  -1.772  -0.584
H  -4.687  -1.274  2.037  0.494
H  0.616  -4.358  -2.464  0.719
H  -3.781  -0.258  0.947  0.257
H  2.191  4.067  1.159  0.311
H  3.259  1.785  -1.461  0.283
H  0.361  3.823  -2.336  0.466
H  1.173  0.189  0.765  0.530
H  2.319  1.779  -2.934  0.234
H  0.462  -0.997  1.782  1.019
H  -0.749  -2.755  3.708  0.195
H  2.848  3.308  -2.213  0.436
H  -1.622  -4.229  3.328  0.361
H  -0.784  1.572  -1.046  0.158
H  1.423  2.222  -0.024  -0.178
H  2.232  -3.124  -2.663  0.905
H  -0.023  1.586  -2.628  0.577
H  1.768  5.814  1.180  0.547
H  3.402  -1.869  -0.741  0.294


(2)
A molecular structure, C24H41F3P2Yb at a distorted geometry, computed with ωB97M-V/def2-TZVPD.

E_tot: -83802.010 eV
lowest unoccupied orbital energy (alpha / beta): -2.623 / -4.995 eV
energy above the lowest of the compared OMol25 structures with the same formula, charge and spin: 0.0 kcal per mole
highest occupied orbital energy (alpha / beta): -10.4166 / -9.5140 eV
spin multiplicity: 2
total charge: +1

Each line ends with the Mulliken spin population.
CARTESIAN COORDINATES (ANGSTROEM)
Yb  0.583  0.822  -0.656  0.064
P  -0.321  0.367  -3.053  0.007
P  -1.525  2.496  -0.715  -0.005
F  -3.108  -0.418  -1.550  0.028
F  -2.020  -2.210  -0.921  0.024
F  -2.841  -0.837  0.577  0.026
C  -0.504  -1.345  3.068  -0.002
C  -0.503  4.772  -3.869  -0.001
C  1.040  -1.757  1.063  0.141
C  -1.267  2.542  -5.843  0.000
C  1.184  0.319  2.012  -0.021
C  0.072  2.695  -5.757  0.000
C  0.453  -0.904  2.037  0.144
C  0.073  5.184  -5.170  0.000
C  3.009  -1.620  -0.614  0.018
C  -0.960  -0.515  -4.423  0.004
C  0.932  1.488  2.888  0.015
C  3.147  1.301  0.634  -0.025
C  -2.283  3.607  -6.020  0.000
C  0.726  -3.212  0.940  -0.016
C  -0.542  4.035  -0.659  0.000
C  2.126  -1.085  0.463  -0.008
C  0.772  4.031  -5.911  0.000
C  -2.181  -0.877  -0.627  0.289
C  -1.791  4.473  -3.649  0.000
C  1.219  1.342  -3.312  0.003
C  -1.400  1.746  -2.472  0.005
C  -3.205  3.014  -0.421  0.000
C  2.253  0.177  1.082  0.253
C  -2.822  4.205  -4.724  0.000
H  -0.978  4.799  -1.313  0.000
H  -3.525  3.642  -1.259  0.000
H  1.497  1.440  3.836  -0.003
H  1.915  0.743  -3.921  0.000
H  3.911  -2.106  -0.211  -0.003
H  -0.682  5.673  -5.814  0.000
H  0.851  5.942  -4.921  0.000
H  3.340  -0.805  -1.276  -0.001
H  1.828  4.002  -5.576  0.000
H  2.643  2.286  0.691  0.008
H  4.048  1.376  1.265  0.018
H  -2.434  1.514  -2.771  -0.006
H  -0.818  -0.505  3.699  0.000
H  0.814  -3.756  1.901  0.010
H  -2.237  4.593  -2.650  -0.001
H  -3.258  3.586  0.517  0.000
H  0.214  4.834  -3.046  0.000
H  1.752  1.745  -2.418  -0.004
H  -3.883  2.157  -0.303  0.001
H  3.497  1.154  -0.405  0.005
H  -0.138  1.552  3.123  -0.002
H  -1.297  0.258  -5.114  0.002
H  -0.304  -3.343  0.576  0.014
H  0.937  2.248  -3.892  0.000
H  -3.286  5.214  -4.898  0.000
H  -3.644  3.548  -4.351  0.000
H  -1.022  2.500  -3.160  -0.003
H  1.414  -3.703  0.226  0.000
H  0.789  4.202  -7.022  0.000
H  2.456  -2.350  -1.210  -0.002
H  1.237  2.415  2.369  -0.001
H  -1.908  4.382  -6.699  0.000
H  -0.095  -2.122  3.744  0.011
H  0.517  3.905  -0.946  0.001
H  -1.398  -1.772  2.592  0.010
H  -3.126  3.091  -6.513  0.000
H  -0.560  4.421  0.377  -0.001
H  0.706  1.811  -5.924  0.000
H  -1.677  1.550  -6.072  0.000
H  -0.166  -1.139  -4.857  0.000
H  -1.788  -1.170  -4.098  0.000


(3)
A molecular structure, C24H41MnN7O3 at a distorted geometry, computed with ωB97M-V/def2-TZVPD.

E_tot: -73445.788 eV
lowest unoccupied orbital energy (alpha / beta): 0.584 / 0.585 eV
energy above the lowest of the compared OMol25 structures with the same formula, charge and spin: 39.5 kcal per mole
highest occupied orbital energy (alpha / beta): -7.7289 / -7.6418 eV
spin multiplicity: 2

Each line ends with the Mulliken spin population.
CARTESIAN COORDINATES (ANGSTROEM)
Mn  -0.256  0.786  0.019  0.935
O  0.000  2.869  -2.816  0.001
O  -0.394  3.622  1.606  0.000
O  -0.466  0.281  1.854  -0.020
N  3.388  -1.622  -1.523  0.001
N  -0.245  2.940  -0.554  -0.023
N  -3.338  -1.620  0.083  0.002
N  -3.419  0.351  -1.148  0.000
N  1.338  -0.743  -0.677  0.006
N  -1.414  -0.835  -1.071  0.026
N  3.275  0.544  -0.784  -0.001
C  -2.899  1.023  -2.327  0.000
C  -2.664  -0.742  -0.714  -0.032
C  -3.681  1.285  -0.059  -0.004
C  2.979  -2.416  -2.651  0.000
C  -4.777  -1.702  0.077  0.000
C  -1.279  -3.247  -1.355  0.004
C  2.719  1.671  -0.078  -0.012
C  -0.586  -4.435  -1.209  0.000
C  -0.180  0.298  3.195  0.009
C  0.680  -4.412  -0.655  -0.001
C  0.090  -1.139  3.692  -0.002
C  -1.360  0.910  3.977  -0.001
C  -2.671  -2.360  1.127  -0.001
C  2.598  -0.622  -0.984  0.009
C  -0.118  5.029  -1.673  0.000
C  -0.203  5.289  -0.177  -0.001
C  -0.115  3.502  -1.781  0.019
C  4.667  -1.942  -0.940  0.000
C  1.309  -3.201  -0.417  -0.001
C  0.687  -1.989  -0.714  -0.027
C  1.065  1.172  3.468  0.006
C  -0.694  -2.024  -1.025  0.034
C  -0.299  3.883  0.421  0.019
C  4.350  0.938  -1.669  0.000
H  5.497  -1.786  -1.638  0.000
H  1.194  -5.336  -0.432  0.000
H  1.953  0.730  3.018  0.002
H  -1.888  1.437  -2.175  0.002
H  -0.822  -1.728  3.660  0.000
H  -2.272  0.353  3.776  0.001
H  -5.208  -1.340  1.017  0.000
H  4.687  -2.996  -0.635  0.000
H  4.830  -1.323  -0.060  0.000
H  2.325  2.413  -0.786  -0.001
H  3.511  2.143  0.511  0.006
H  -4.349  2.067  -0.415  0.000
H  1.908  1.357  0.599  0.038
H  -2.298  -3.247  -1.714  0.000
H  -2.559  -3.418  0.869  0.000
H  -1.689  -1.926  1.307  0.001
H  0.830  -1.613  3.050  -0.001
H  1.226  1.265  4.539  0.000
H  -3.582  1.830  -2.588  0.000
H  0.904  2.161  3.042  -0.003
H  -2.859  0.314  -3.153  0.001
H  -2.736  1.744  0.303  0.006
H  -3.260  -2.288  2.042  0.000
H  5.250  1.168  -1.093  0.000
H  -4.149  0.766  0.772  0.000
H  -1.499  1.937  3.649  0.000
H  4.582  0.161  -2.387  0.000
H  -1.049  -5.372  -1.483  0.000
H  0.461  -1.124  4.714  0.000
H  2.299  -3.197  0.017  0.000
H  -1.161  0.892  5.045  0.000
H  0.786  5.419  -2.135  0.000
H  -1.078  5.871  0.111  0.000
H  -5.077  -2.748  -0.046  0.000
H  -0.975  5.421  -2.221  0.000
H  0.678  5.790  0.230  0.000
H  -5.172  -1.113  -0.746  0.000
H  2.901  -3.478  -2.397  0.000
H  3.713  -2.309  -3.458  0.000
H  4.051  1.836  -2.219  0.000
H  2.015  -2.069  -3.008  0.000